Entry 1:
Computed, not measured: C20H26NO5P in the gas phase, with wB97M-V/def2-TZVPD.

Each line ends with the natural charge from an NBO analysis.
Cartesian coordinates (Å):
C  2.22833  2.03172  1.83497  -0.62
C  2.01485  1.91735  0.33218  0.10
C  2.18370  3.24549  -0.39198  -0.63
H  3.19667  3.61648  -0.26178  0.21
H  1.48257  3.97777  0.00253  0.20
H  1.98838  3.10278  -1.45203  0.23
H  2.71930  1.18720  -0.08717  0.18
O  0.68207  1.43883  0.12142  -0.84
P  0.48145  0.27652  -0.96421  2.37
O  1.08568  0.51540  -2.28010  -1.10
O  1.13118  -0.98466  -0.21281  -0.83
C  1.75181  -2.02042  -0.97854  0.10
C  2.75146  -2.70945  -0.06190  -0.62
H  2.21770  -3.18438  0.75722  0.22
H  3.30151  -3.46480  -0.61569  0.21
H  3.45206  -1.98555  0.34647  0.21
C  0.70175  -2.99233  -1.49508  -0.64
H  1.17807  -3.76817  -2.08859  0.22
H  -0.00972  -2.45822  -2.12328  0.20
H  0.18334  -3.45654  -0.65862  0.23
H  2.26260  -1.54970  -1.82882  0.20
H  3.24480  2.35316  2.04452  0.21
H  1.53137  2.75382  2.25324  0.21
H  2.05068  1.06788  2.30561  0.23
C  -1.38324  0.13417  -0.88613  -0.41
N  -1.89571  0.55285  0.39500  -0.61
C  -1.42059  -0.04303  1.54871  0.25
C  -1.09484  -1.39492  1.59623  -0.23
C  -0.63886  -1.97299  2.77499  -0.17
C  -0.52611  -1.21583  3.93888  -0.20
C  -0.88489  0.11939  3.90326  -0.21
C  -1.32210  0.70093  2.72865  -0.24
H  -1.58372  1.74979  2.71082  0.21
H  -0.80912  0.71979  4.79810  0.22
H  -0.16295  -1.67097  4.84582  0.23
C  -0.26397  -3.39831  2.73686  0.79
O  -0.23797  -4.07926  1.73768  -0.61
O  0.07068  -3.90399  3.93552  -0.68
H  0.30613  -4.83981  3.83946  0.50
H  -1.18914  -2.02683  0.72959  0.23
H  -1.93709  1.56174  0.47087  0.38
C  -1.92435  0.98269  -1.99627  -0.05
C  -1.61545  2.33643  -2.04026  -0.16
C  -2.08786  3.13062  -3.06843  -0.22
C  -2.87359  2.57879  -4.06657  -0.21
C  -3.18071  1.23010  -4.03244  -0.20
C  -2.70784  0.43544  -3.00218  -0.19
H  -2.94739  -0.61811  -2.98145  0.21
H  -3.78769  0.79309  -4.81144  0.21
H  -3.23906  3.19772  -4.87244  0.21
H  -1.83605  4.18053  -3.09658  0.21
H  -0.98534  2.76173  -1.27242  0.21
H  -1.65278  -0.91194  -1.06135  0.23

Computed properties:
multiplicity	1
orbital gap	0.318	Eh
SMILES	CC(C)OP(=O)(OC(C)C)[C@@H](Nc1cccc(C(=O)O)c1)c1ccccc1
HOMO level	-8.15	eV
energy above the lowest of the compared OMol25 structures with the same formula, charge and spin	0.063	eV
E_tot	-42182.079	eV

=====

Entry 2:
Computed, not measured: C20H26O3 in the gas phase, with wB97M-V/def2-TZVPD.

Each line ends with the natural charge from an NBO analysis.
Cartesian coordinates (Å):
O  0.69444  -2.48742  -2.90245  -0.51
O  -0.99478  -1.90108  2.06107  -0.55
O  0.76233  -3.77777  1.80165  -0.67
C  0.57438  -2.16352  -1.70823  0.51
C  -0.36955  -1.82044  1.00534  0.45
C  0.33632  0.32036  -2.25315  -0.22
C  0.45257  -2.92031  0.72140  0.26
C  0.10851  -0.78888  -1.26827  -0.07
C  0.86938  -3.13508  -0.63737  -0.08
C  0.03929  1.64780  -1.77527  -0.10
C  -0.27761  -0.60598  0.07712  0.02
C  0.71845  -5.73357  -0.49692  -0.59
C  2.96910  -4.35117  -0.43682  -0.61
C  -1.54432  4.03185  -0.67416  -0.62
C  0.74389  4.40010  -0.27217  -0.60
C  -0.50667  3.58838  1.57680  -0.39
C  -1.37579  2.63216  2.27436  -0.39
C  1.51242  -4.47566  -0.86707  -0.27
C  -0.33297  3.41748  0.12983  -0.04
C  -2.26989  0.88810  -0.23086  -0.63
C  -0.87036  1.15419  1.85951  -0.39
C  0.02169  1.92918  -0.28104  -0.25
C  -0.82973  0.75436  0.37802  -0.09
H  0.00151  -3.62744  2.42929  0.51
H  0.65374  0.19564  -3.19201  0.22
H  0.07942  2.51930  -2.47009  0.21
H  1.11784  -6.54214  -1.04156  0.21
H  -0.30046  -5.56825  -0.68151  0.21
H  0.72640  -5.97651  0.63576  0.21
H  3.61832  -3.63640  -0.90203  0.22
H  3.50805  -5.31026  -0.35168  0.21
H  3.12636  -4.02590  0.57230  0.21
H  -1.58499  5.10167  -0.44844  0.21
H  -1.50551  3.98611  -1.76193  0.21
H  -2.45366  3.55612  -0.35092  0.20
H  0.88067  4.52859  -1.32607  0.21
H  1.75164  3.92267  0.04319  0.20
H  0.60053  5.41428  0.18962  0.22
H  -0.71887  4.69173  1.79064  0.21
H  0.49596  3.36799  2.02501  0.20
H  -2.38057  2.80601  1.90498  0.19
H  -1.30619  2.72357  3.30908  0.22
H  1.63115  -4.60239  -1.95543  0.23
H  -2.99798  1.31544  0.36452  0.21
H  -2.60413  -0.05823  -0.55096  0.22
H  -2.42437  1.40817  -1.15428  0.22
H  -1.54242  0.47139  2.38127  0.23
H  0.15100  1.06251  2.27467  0.20
H  1.04546  1.67323  0.18528  0.23

Computed properties:
multiplicity	1
orbital gap	0.250	Eh
SMILES	CC(C)C1=C(O)C(=O)C2=C(C=C[C@H]3C(C)(C)CCC[C@]23C)C1=O
HOMO level	-8.51	eV
energy above the lowest of the compared OMol25 structures with the same formula, charge and spin	3.044	eV
E_tot	-27300.657	eV

=====

Entry 3:
Computed, not measured: a molecular structure, C20H27B3Cl2F10O11, with wB97M-V/def2-TZVPD.

Each line ends with the Mulliken charge.
Cartesian coordinates (Å):
C  1.26152  -5.52627  -2.44816  -1.28
C  0.88260  -4.32422  -1.67991  0.58
Cl  0.10942  -4.62240  -0.16136  -0.22
C  1.09921  -3.05036  -2.02181  0.24
Cl  1.88931  -2.65460  -3.52024  -0.24
B  0.73605  -1.80289  -1.15578  0.02
O  -0.51545  -1.52112  -0.67389  -0.14
B  -0.85235  -0.18126  -0.60322  0.03
C  -2.34543  0.22212  -0.38156  -0.34
C  -3.28410  -0.29238  -1.49190  -0.57
C  -2.68954  -0.29971  -2.87845  -0.44
F  -2.04253  -1.49066  -3.14191  -0.28
O  0.10329  0.81634  -0.75415  -0.59
B  1.29226  0.37695  -1.29296  0.60
C  2.14722  1.17848  -2.33915  -0.45
C  3.59354  0.86304  -2.11227  0.55
O  4.32070  0.35985  -2.95593  -0.57
O  4.05557  1.17969  -0.85084  -0.50
O  1.74082  -0.87593  -0.88812  -0.20
H  2.14042  -5.94930  -1.97101  0.28
H  1.54160  -5.28042  -3.45881  0.38
H  0.47749  -6.27005  -2.46131  0.35
H  -2.70493  -0.17360  0.56393  0.26
H  -2.44927  1.29534  -0.29211  0.17
H  -4.19534  0.28872  -1.49214  0.44
H  -3.57361  -1.31452  -1.27937  0.31
H  -2.00743  0.52914  -3.05469  0.22
H  -3.48580  -0.21183  -3.61106  0.35
H  1.93773  0.84296  -3.34642  0.30
H  1.96304  2.24588  -2.30687  0.41
H  4.24559  0.35510  -0.39566  0.35
C  -2.34656  4.73986  4.44516  -0.91
C  -2.58964  3.26776  4.69208  -0.26
O  -3.93894  2.89410  4.34485  -0.33
C  -4.16975  2.69790  3.05956  0.34
O  -3.38563  2.79607  2.16634  -0.49
C  -5.63221  2.26972  2.85824  0.92
F  -6.46620  3.04279  3.55506  -0.25
F  -5.79798  1.00655  3.26359  -0.27
F  -5.96837  2.34214  1.57724  -0.23
H  -3.08204  5.34267  4.97949  0.31
H  -1.34943  5.02010  4.78253  0.38
H  -2.43034  4.98262  3.38858  0.19
H  -2.48828  3.03201  5.74893  0.32
H  -1.88238  2.64607  4.14489  0.30
C  6.54944  -7.63897  -1.20443  -1.10
C  5.75899  -8.79552  -1.77622  -0.21
O  5.10675  -9.55088  -0.73645  -0.33
C  3.97836  -9.04318  -0.27285  0.35
O  3.45018  -8.03387  -0.62626  -0.52
C  3.39228  -9.97974  0.79613  0.93
F  4.33014  -10.37584  1.65781  -0.25
F  2.87526  -11.06603  0.21376  -0.26
F  2.43109  -9.37112  1.47357  -0.23
H  7.25920  -7.99564  -0.45781  0.31
H  7.09716  -7.13040  -1.99649  0.37
H  5.89469  -6.91591  -0.71984  0.30
H  6.42048  -9.50177  -2.27201  0.31
H  5.02283  -8.46030  -2.50534  0.31
C  -3.12384  9.56541  0.74270  -1.10
C  -2.62763  8.52702  -0.23951  -0.22
O  -1.29137  8.09481  0.08426  -0.35
C  -1.19117  7.19442  1.04506  0.32
O  -2.08547  6.70656  1.66581  -0.49
C  0.28408  6.80989  1.24193  0.94
F  1.06388  7.89076  1.28393  -0.26
F  0.69248  6.03834  0.23167  -0.27
F  0.44166  6.13627  2.37328  -0.22
H  -2.42876  10.40370  0.79385  0.31
H  -4.10064  9.93612  0.43543  0.37
H  -3.21360  9.14808  1.74476  0.30
H  -2.55819  8.94970  -1.23883  0.32
H  -3.29210  7.66565  -0.28730  0.31

Computed properties:
multiplicity	1
orbital gap	0.348	Eh
HOMO level	-9.07	eV
E_tot	-97958.234	eV

=====

Entry 4:
Computed, not measured: a molecular structure, C20H27BIrN10O, with wB97M-V/def2-TZVPD.

Each line ends with the Mulliken spin population.
Cartesian coordinates (Å):
Ir  0.73560  -0.12119  -0.17226  3.25
C  0.78370  -0.09089  4.32044  -0.01
C  1.41300  -0.08979  3.08084  0.00
N  0.50270  -0.09059  2.11424  0.17
N  -0.71880  -0.09269  2.68744  -0.03
C  -0.56450  -0.09289  4.02314  0.03
B  -1.96510  -0.09429  1.78344  -0.09
N  -1.89110  -1.36919  0.89084  -0.06
C  -2.80780  -2.33479  0.72594  0.06
C  -2.29150  -3.29949  -0.12126  0.01
C  -1.01800  -2.84429  -0.44046  -0.01
N  -0.79980  -1.68719  0.17774  0.29
N  -1.88150  1.17011  0.87994  -0.05
C  -2.79430  2.13991  0.71734  0.05
C  -2.27630  3.10151  -0.13106  0.01
C  -1.00570  2.63871  -0.45256  -0.01
N  -0.79040  1.47991  0.16334  0.28
N  -3.33870  -0.08479  2.44304  0.00
C  -3.84990  -0.08819  3.68854  0.00
C  -5.23220  -0.06569  3.59584  0.00
C  -5.49730  -0.06249  2.21444  0.00
N  -4.36590  -0.11549  1.56624  0.00
H  1.23780  -0.09029  5.28994  0.00
H  2.46160  -0.08909  2.85774  0.00
H  -1.38980  -0.09419  4.70104  0.00
H  -3.76770  -2.29289  1.19774  0.00
H  -2.77210  -4.19839  -0.44846  0.00
H  -0.26040  -3.30139  -1.04946  0.00
H  -3.75160  2.10641  1.19564  0.00
H  -2.75230  4.00321  -0.45746  0.00
H  -0.25030  3.09571  -1.06366  0.00
H  -3.26150  -0.09759  4.58054  0.00
H  -5.94860  -0.11029  4.39024  0.00
H  -6.43820  -0.08169  1.70224  0.00
C  0.72850  -1.53159  -4.09376  0.01
C  0.55760  -0.08059  -3.56296  0.01
C  1.71890  0.79311  -4.10446  0.11
C  -0.79380  0.47811  -4.06776  0.14
O  0.61620  -0.09359  -2.22316  0.74
H  0.75010  -1.52899  -5.17816  0.00
H  -0.10570  -2.13939  -3.75386  0.00
H  1.65810  -1.94799  -3.71436  0.00
H  1.71650  0.79651  -5.18866  0.01
H  2.66540  0.39421  -3.74876  -0.01
H  1.60000  1.81161  -3.74406  0.00
H  -0.81450  0.47391  -5.15296  0.01
H  -0.92660  1.49751  -3.71356  0.00
H  -1.60910  -0.13769  -3.69616  -0.01
C  6.11020  1.48321  -0.36406  0.00
N  5.02440  0.57211  -0.11646  0.01
C  5.10070  -0.75109  0.19064  -0.01
C  3.81850  -1.19799  0.34634  -0.01
N  2.97040  -0.15269  0.13274  0.16
C  3.72820  0.89891  -0.14706  -0.04
H  7.06030  0.96891  -0.24506  0.00
H  6.06960  2.31741  0.33814  0.00
H  6.04860  1.88451  -1.37726  0.00
H  6.02800  -1.27639  0.27224  0.00
H  3.46580  -2.17569  0.61514  0.00
H  3.36060  1.88791  -0.35386  -0.01

Computed properties:
multiplicity	6
orbital gap (spin up / spin down)	0.330 / 0.148	Eh
total charge	+2
HOMO level (spin up / spin down)	-13.90 / -13.90	eV
E_tot	-41624.429	eV